Molecular formula: C6H6FLiMgO6
Method: DFT, ωB97M-V/def2-TZVPD

Last column: Löwdin charge in e.
Element x y z (Å)
H1 0.8369 -0.8284 1.4511  0.152
O1 2.3034 0.4383 0.4649  0.119
O2 1.3388 -0.4077 -1.3029  0.077
O3 1.6156 1.7908 -1.1944  -0.111
C1 1.9246 -0.9131 0.8572  -0.012
C2 1.6677 -1.5444 -0.5038  -0.264
C3 1.7886 0.6937 -0.6922  -0.580
H2 2.7749 -1.3750 1.3656  0.151
F1 2.7617 -2.1388 -1.0662  0.086
H3 0.8469 -2.2668 -0.5391  0.182
Mg1 2.0561 3.7456 -0.9353  1.015
H4 -3.0304 -0.1760 2.1225  0.127
O4 -3.2047 0.6392 0.1826  0.098
O5 -1.1616 0.1752 -0.3986  -0.132
O6 -2.4809 0.9042 -1.9673  0.044
C4 -2.4301 0.4473 1.4510  -0.125
C5 -1.1228 -0.1670 1.0492  -0.152
C6 -2.3587 0.5568 -0.8020  -0.665
H5 -2.3478 1.4642 1.8609  0.116
H6 -1.2503 -1.2640 1.0011  0.067
Li1 -0.5277 0.2259 -2.4041  0.809

Results
Orbital gap (spin up / spin down) (eV): 6.5 / 5.2
Highest occupied orbital energy (spin up / spin down) (eV): -10.2 / -10.2
Multiplicity: 2
Molar mass (Da): 224.35
Lowest unoccupied orbital energy (spin up / spin down) (hartree): -0.1353 / -0.1814
ΔE to the lowest compared entry with this formula, charge and spin (kJ/mol): 12.8
Total charge: +1
<S²>: 0.750